1.
Density functional theory data (ωB97M-V/def2-TZVPD) for a single C30H48O3 molecule.

The value obtained for the highest occupied orbital energy is -0.341 Eh. Its LUMO energy is 0.6 eV. The value obtained for the relative energy (zero: lowest compared OMol25 entry of this formula, charge and spin) is 1.5 kcal per mole. The gap between HOMO and LUMO comes out at 9.868 eV.

Cartesian coordinates (Å):
1 C -9.556559 -2.962452 -1.018003
2 C -9.346182 -1.463648 -0.836376
3 C -8.119282 -1.120777 0.009968
4 C -6.799418 -1.468091 -0.675863
5 C -5.572786 -1.097376 0.159453
6 C -5.340908 0.408750 0.266767
7 C -4.054987 0.722583 1.028393
8 C -3.838322 2.217503 1.269129
9 C -3.726676 3.067713 0.001802
10 C -2.600521 2.622912 -0.940828
11 C -1.277062 2.661478 -0.212671
12 O -0.676303 3.665924 0.067186
13 O -0.874782 1.428025 0.102516
14 C 0.327502 1.275732 0.849483
15 C 0.101859 0.329074 2.047089
16 C 1.366135 -0.544988 2.151872
17 C 2.351595 0.132061 1.197483
18 C 3.571099 -0.646434 0.715129
19 C 4.415839 -1.124768 1.891709
20 C 5.652305 -1.860289 1.384367
21 C 6.458378 -0.998671 0.464283
22 C 7.775553 -0.857642 0.653916
23 C 8.680876 -0.155964 -0.252393
24 O 9.858196 0.006055 -0.009540
25 C 8.040853 0.294204 -1.544706
26 C 6.602603 0.738604 -1.313554
27 C 5.720642 -0.360980 -0.692194
28 C 5.452076 -1.462072 -1.733336
29 C 4.404781 0.292041 -0.177009
30 C 3.554668 0.867586 -1.319648
31 C 2.287251 1.566745 -0.819821
32 C 1.463013 0.615577 0.042434
33 C 0.866052 -0.508342 -0.807970
34 H -9.612699 -3.458324 -0.051190
35 H -10.484615 -3.150283 -1.553362
36 H -8.743875 -3.406866 -1.586532
37 H -9.251147 -0.989327 -1.816006
38 H -10.230323 -1.042584 -0.351316
39 H -8.140940 -0.050867 0.225155
40 H -8.180190 -1.652272 0.962788
41 H -6.747784 -0.955367 -1.639632
42 H -6.770197 -2.541799 -0.869585
43 H -5.678658 -1.521125 1.161045
44 H -4.689168 -1.551635 -0.297003
45 H -6.180419 0.878160 0.782470
46 H -5.288960 0.827561 -0.739831
47 H -4.096107 0.226669 2.001975
48 H -3.199414 0.310095 0.491637
49 H -4.669629 2.604182 1.864194
50 H -2.927580 2.344583 1.859387
51 H -4.670165 3.044967 -0.545489
52 H -3.537218 4.101706 0.297531
53 H -2.779711 1.614516 -1.309448
54 H -2.549233 3.315282 -1.782324
55 H 0.640585 2.270933 1.186099
56 H -0.064805 0.901151 2.958607
57 H -0.790093 -0.269071 1.863638
58 H 1.743857 -0.576023 3.172395
59 H 1.166905 -1.568678 1.835500
60 H 2.723652 1.031105 1.705087
61 H 3.242955 -1.520301 0.146936
62 H 3.831179 -1.790446 2.528113
63 H 4.725094 -0.267260 2.493538
64 H 6.268582 -2.189521 2.222358
65 H 5.332927 -2.751837 0.836472
66 H 8.252524 -1.315328 1.510799
67 H 8.631978 1.102702 -1.978133
68 H 8.075610 -0.548534 -2.240033
69 H 6.177783 1.060134 -2.265167
70 H 6.614434 1.601486 -0.642852
71 H 6.350208 -2.055282 -1.890568
72 H 4.664366 -2.132586 -1.402711
73 H 5.160817 -1.027215 -2.685677
74 H 4.709223 1.132193 0.460629
75 H 3.273550 0.071382 -2.007384
76 H 4.141500 1.596359 -1.878698
77 H 1.703882 1.917186 -1.673890
78 H 2.563709 2.442934 -0.228668
79 H 1.635183 -1.127611 -1.257212
80 H 0.214617 -1.142286 -0.215372
81 H 0.270338 -0.072962 -1.607365

Forces on the atoms, in the same order (eV/Å):
C -0.011 0.238 -0.068
C 0.041 -0.088 0.224
C -0.015 0.049 -0.379
C 0.009 -0.053 0.374
C -0.145 0.174 -0.300
C 0.274 -0.314 0.222
C -0.228 0.266 -0.014
C 0.016 -0.103 -0.144
C 0.065 -0.069 0.137
C -0.033 0.136 0.121
C -0.242 0.331 -0.374
O -0.010 0.088 0.035
O -0.057 -0.427 -0.010
C 0.642 0.073 0.340
C -0.148 0.059 -0.102
C 0.124 0.134 0.079
C -0.184 -0.384 -0.256
C 0.085 0.475 0.455
C -0.069 -0.248 -0.296
C -0.043 0.099 0.259
C 0.223 0.000 0.019
C -0.091 -0.170 0.442
C -0.034 0.200 -0.465
O -0.012 -0.027 0.053
C 0.077 0.223 -0.015
C 0.028 -0.209 -0.056
C 0.086 0.292 -0.116
C 0.017 0.113 0.096
C -0.087 -0.310 -0.277
C 0.062 0.234 0.186
C -0.059 -0.197 -0.033
C -0.151 0.449 0.036
C 0.169 0.127 0.140
H -0.009 -0.109 0.094
H -0.062 -0.108 -0.046
H 0.057 -0.123 -0.046
H -0.051 0.086 -0.015
H -0.022 0.055 -0.081
H 0.012 0.023 0.106
H 0.002 0.020 0.110
H 0.001 -0.026 -0.107
H -0.013 -0.024 -0.111
H 0.061 -0.060 0.061
H 0.065 -0.032 0.073
H -0.076 0.105 -0.039
H -0.072 0.080 -0.088
H 0.060 -0.078 -0.002
H 0.051 -0.101 0.020
H 0.044 0.023 0.085
H -0.004 0.071 0.111
H -0.004 0.068 -0.033
H -0.065 0.021 -0.073
H 0.001 -0.005 -0.067
H 0.069 -0.067 0.006
H -0.003 -0.212 -0.072
H -0.074 -0.005 0.016
H -0.063 -0.010 0.042
H 0.018 -0.105 0.030
H 0.005 -0.089 0.008
H 0.046 0.084 -0.006
H -0.040 -0.069 -0.054
H -0.014 0.018 0.081
H -0.026 0.082 0.077
H 0.043 -0.066 -0.078
H -0.014 -0.073 -0.004
H 0.029 -0.079 0.089
H 0.049 -0.095 0.028
H 0.033 -0.036 -0.035
H -0.050 0.053 0.041
H -0.066 0.065 0.010
H 0.047 -0.075 -0.060
H -0.097 -0.133 -0.019
H -0.079 0.012 -0.108
H 0.016 0.018 0.062
H 0.049 -0.055 -0.118
H 0.026 -0.054 -0.115
H -0.033 0.086 -0.019
H -0.019 0.074 0.038
H 0.052 -0.125 -0.065
H -0.122 -0.175 0.029
H -0.059 -0.016 -0.067

Partial charges, Mulliken, in e: C -1.180; C -0.557; C -0.387; C -0.552; C -0.718; C -0.527; C -0.105; C -0.881; C -1.009; C -0.483; C 0.544; O -0.626; O -0.143; C -0.924; C -0.713; C -1.401; C -0.672; C 0.693; C -1.258; C -1.451; C 0.335; C -0.742; C 0.148; O -0.624; C -0.893; C -1.290; C 2.194; C -2.066; C -0.178; C -1.255; C -1.315; C 1.499; C -2.163; H 0.290; H 0.370; H 0.315; H 0.313; H 0.338; H 0.243; H 0.252; H 0.276; H 0.317; H 0.369; H 0.325; H 0.223; H 0.248; H 0.508; H -0.146; H 0.515; H 0.299; H 0.409; H 0.452; H 0.181; H 0.487; H 0.632; H 0.381; H 0.268; H 0.477; H 0.328; H 0.562; H 0.483; H 0.495; H 0.356; H 0.520; H 0.408; H 0.418; H 0.417; H 0.357; H 0.474; H 0.503; H 0.512; H 0.453; H 0.379; H 0.590; H 0.316; H 0.407; H 0.535; H 0.478; H 0.514; H 0.450; H 0.403


2.
Density functional theory data (ωB97M-V/def2-TZVPD) for 10 unconnected molecules or ions with the total composition C30H48O6 at a distorted geometry.

The value obtained for the highest occupied orbital energy is -0.337 Eh. Its LUMO energy is 0.7 eV. The value obtained for the relative energy (zero: lowest compared OMol25 entry of this formula, charge and spin) is 132.9 kcal per mole. The gap between HOMO and LUMO comes out at 9.835 eV.

Cartesian coordinates (Å):
1 C 0.545377 -4.293627 -2.653008
2 C 0.599667 -5.673028 -2.441584
3 C 0.990761 -6.166101 -1.205894
4 C 1.441497 -5.282268 -0.247065
5 C 1.542692 -3.911294 -0.505147
6 C 1.055387 -3.385008 -1.667323
7 H 0.001765 -3.853652 -3.534606
8 H 0.076036 -6.310606 -3.143300
9 H 1.019300 -7.266267 -1.116055
10 H 1.813701 -5.676239 0.649130
11 H 1.893560 -3.244121 0.337905
12 H 1.164164 -2.348817 -1.878729
13 C 3.951709 0.911426 2.240921
14 C 4.437162 -0.433720 2.195972
15 C 5.035206 -0.932927 3.349775
16 C 5.085427 -0.209555 4.535767
17 C 4.598155 1.060169 4.560071
18 C 3.975955 1.631594 3.443164
19 H 3.525956 1.393441 1.322801
20 H 4.284438 -1.046236 1.304234
21 H 5.396880 -1.902175 3.416824
22 H 5.528737 -0.591572 5.430386
23 H 4.677946 1.646194 5.425168
24 H 3.466425 2.578452 3.501433
25 C -2.099781 4.704958 0.837983
26 C -2.674991 5.705602 1.604195
27 C -3.989891 6.091098 1.377947
28 C -4.682564 5.576489 0.216014
29 C -4.070545 4.633903 -0.605478
30 C -2.791453 4.185307 -0.302759
31 H -1.097741 4.398625 1.119602
32 H -2.153626 6.127354 2.464864
33 H -4.517904 6.752682 2.054070
34 H -5.731411 5.874689 0.078019
35 H -4.590617 4.231959 -1.423515
36 H -2.342661 3.416921 -0.904036
37 C 4.733881 -0.069443 -1.649868
38 C 5.150933 1.154048 -1.035997
39 C 4.571368 2.337056 -1.386611
40 C 3.482125 2.300629 -2.257420
41 C 2.965672 1.094018 -2.786526
42 C 3.678614 -0.091698 -2.527257
43 H 5.166499 -1.037079 -1.389007
44 H 6.042309 1.153458 -0.366051
45 H 4.928304 3.284636 -0.970031
46 H 2.910368 3.260328 -2.437816
47 H 2.046308 1.112371 -3.422207
48 H 3.396719 -0.954257 -3.041653
49 C -4.585505 -0.046997 1.467025
50 O -4.537950 -0.917560 0.365899
51 H -3.617328 -0.049960 2.057103
52 H -4.764051 1.000473 1.099797
53 H -5.319119 -0.377451 2.115239
54 H -3.789591 -1.517394 0.521333
55 C -0.140054 -1.436947 3.827427
56 O -1.149710 -0.726959 3.116582
57 H -0.067368 -1.005972 4.829634
58 H -0.384383 -2.474229 3.969898
59 H 0.849817 -1.385487 3.439685
60 H -1.338272 -1.295069 2.354131
61 C -2.101957 -3.265613 -0.752462
62 O -1.797351 -2.379581 0.294756
63 H -1.400319 -4.083111 -0.745124
64 H -3.140979 -3.561688 -0.654938
65 H -1.920653 -2.864376 -1.762837
66 H -1.001745 -1.888986 0.115124
67 C -4.912395 1.150322 -1.780576
68 O -3.842606 0.229220 -1.797032
69 H -4.789638 1.989153 -1.044052
70 H -4.859124 1.683535 -2.720815
71 H -5.846895 0.689888 -1.695053
72 H -3.788802 -0.348808 -0.957901
73 C -1.281070 0.122692 -4.030788
74 O -1.357504 0.361325 -2.660639
75 H -0.523648 -0.648345 -4.240362
76 H -2.173294 -0.288025 -4.441969
77 H -1.018756 1.043283 -4.611603
78 H -2.297419 0.428580 -2.423019
79 C 0.508031 0.091767 0.379754
80 O 0.138931 -0.737542 -0.672853
81 H 1.383107 -0.343165 0.883149
82 H 0.896422 1.032706 -0.060421
83 H -0.233925 0.218681 1.148825
84 H -0.232739 -0.336041 -1.500238

Forces on the atoms, in the same order (eV/Å):
C -0.105 1.130 0.171
C -1.467 1.176 -0.117
C 0.523 -0.658 -0.653
C 0.200 0.148 -0.908
C -0.005 0.320 2.018
C 0.015 -1.692 -1.848
H 0.916 -0.664 0.759
H 0.406 -0.168 -0.176
H -0.086 0.754 0.490
H 0.357 -0.364 1.325
H -0.245 -0.733 -1.214
H -0.307 0.596 -0.019
C -0.333 -0.414 -0.435
C -0.262 1.459 0.507
C -0.952 0.831 0.004
C 0.305 0.142 -0.702
C -0.919 0.821 -1.014
C 0.360 -1.123 -0.745
H 0.306 -0.678 0.969
H 0.326 0.271 0.230
H 0.611 -1.834 -0.343
H 0.280 -0.448 0.238
H -0.022 0.633 1.265
H 0.236 0.319 0.019
C -0.422 -0.074 -1.375
C -0.613 -0.081 0.580
C -0.900 -0.758 -2.105
C 0.394 0.592 1.965
C 0.592 0.819 1.375
C 0.696 0.616 1.593
H -0.090 -0.267 -0.350
H 0.001 -0.203 -0.248
H 0.144 0.109 -0.114
H 0.576 -0.132 -0.146
H -0.592 -0.406 -1.040
H 0.229 -0.210 -0.150
C 0.402 0.551 0.993
C 1.452 -1.928 -0.047
C -0.522 0.465 -0.274
C -1.964 0.652 -0.319
C 0.523 0.965 -0.001
C -0.540 2.066 0.159
H 0.310 0.460 -0.010
H -0.942 -0.124 -0.455
H -0.181 -0.372 -0.199
H 0.801 -1.211 0.030
H 1.016 -0.067 0.584
H -0.424 -1.496 -0.436
C 2.410 1.885 -0.185
O 0.688 -1.041 -0.189
H -0.905 0.104 -0.758
H 0.020 -0.991 0.483
H -1.780 -0.329 1.388
H -0.077 -0.179 -0.021
C -0.618 0.502 1.393
O 0.409 -0.694 -0.352
H -0.173 0.084 -0.085
H -0.292 -0.599 -0.082
H 0.800 0.276 -0.934
H -0.264 0.265 0.043
C 0.647 0.075 -0.779
O -1.484 0.044 1.057
H -0.147 -0.876 0.345
H -0.008 -0.255 -0.014
H -0.403 0.529 0.283
H 0.938 0.572 -0.866
C 1.818 1.612 0.247
O 0.730 -0.696 0.574
H -0.110 -1.013 -0.091
H -0.169 -0.076 -0.493
H -1.474 -0.768 0.316
H -0.930 1.401 -1.263
C 1.357 0.279 -1.063
O 0.458 0.125 0.142
H 0.105 0.328 0.116
H -1.065 -0.167 -0.186
H -0.145 -0.602 0.438
H -0.459 -0.002 0.498
C 1.749 1.155 -0.610
O -0.454 -1.374 -0.824
H -0.115 -0.147 -0.108
H -0.471 -0.021 0.662
H -0.597 0.388 0.035
H -0.069 0.416 1.052

Partial charges, Mulliken, in e: C -0.338; C -0.449; C -0.385; C -0.602; C -0.138; C -0.158; H 0.244; H 0.335; H 0.345; H 0.459; H 0.253; H 0.485; C 0.074; C -0.212; C -0.659; C -0.440; C -0.384; C -0.705; H 0.280; H 0.409; H 0.425; H 0.419; H 0.407; H 0.382; C -0.419; C -0.441; C -0.371; C -0.440; C -0.452; C -0.335; H 0.380; H 0.329; H 0.367; H 0.323; H 0.547; H 0.525; C -0.488; C -0.304; C -0.533; C -0.242; C -0.264; C -0.422; H 0.422; H 0.327; H 0.379; H 0.273; H 0.336; H 0.529; C -0.342; O -0.671; H 0.057; H 0.182; H 0.326; H 0.325; C -0.647; O -0.458; H 0.276; H 0.309; H 0.228; H 0.244; C -0.792; O -0.564; H 0.214; H 0.384; H 0.221; H 0.432; C -0.570; O -0.566; H -0.032; H 0.332; H 0.360; H 0.430; C -0.786; O -0.359; H 0.247; H 0.344; H 0.236; H 0.368; C -0.854; O 0.140; H 0.024; H 0.337; H 0.420; H 0.129